[1]
C5H7NO | ωB97M-V/def2-TZVPD

```
! RIJCOSX wB97M-V def2-TZVPD def2/J DEFGRID3
* xyz 0 1
H -1.252 -0.205 0.507
N -0.464 -0.724 0.107
C 0.334 0.060 -0.484
C 0.215 1.570 -0.600
C -0.960 2.098 0.093
C -1.943 2.456 0.690
H 1.220 -0.380 -0.954
H 1.130 2.017 -0.191
H 0.193 1.844 -1.662
H -2.810 2.794 1.215
C 1.076 -2.878 0.321
O 1.702 -2.890 -0.712
H 0.142 -3.452 0.461
H 1.418 -2.311 1.207
*
```

Results
Calculated total energy in eV: -8832.85026
SMILES: [H]/N=C\CC#C.C=O
Energy above the lowest of the compared OMol25 structures with the same formula, charge and spin in kcal per mole: 77.3
HOMO-LUMO gap in eV: 10.53

natural (NBO) atomic charge list, values in e, 8 entries: H 0.352; N -0.615; C 0.154; C -0.562; C -0.023; C -0.223; H 0.190; H 0.255



[2]
C3H8S2Si | ωB97M-V/def2-TZVPD

```
! RIJCOSX wB97M-V def2-TZVPD def2/J DEFGRID3
* xyz 0 1
Si 2.543 -0.008 -0.214
C 0.724 0.136 0.405
S -0.227 1.337 -0.664
C -1.859 0.727 0.052
C -1.807 -0.805 -0.188
S -0.240 -1.468 0.403
H 3.418 -0.889 0.834
H 2.853 1.346 -0.179
H 2.705 -0.625 -1.604
H 0.627 0.523 1.543
H -2.526 1.329 -0.561
H -1.775 0.901 1.041
H -2.673 -1.388 0.436
H -1.762 -1.116 -1.304
*
```

Results
Calculated total energy in eV: -32787.06416
SMILES: [SiH3]C1SCCS1
Energy above the lowest of the compared OMol25 structures with the same formula, charge and spin in kcal per mole: 26.3
HOMO-LUMO gap in eV: 9.31

natural (NBO) atomic charge list, values in e, 8 entries: Si 0.898; C -0.930; S 0.171; C -0.481; C -0.573; S 0.188; H -0.138; H -0.178



[3]
C2H4P2S | ωB97M-V/def2-TZVPD

```
! RIJCOSX wB97M-V def2-TZVPD def2/J DEFGRID3
* xyz 0 1
C 0.964 0.289 -0.001
P -0.619 1.220 0.018
S -0.452 3.120 -0.326
C -1.755 0.361 -0.889
P -3.095 -0.470 -1.264
H 1.774 0.639 0.721
H 1.488 0.331 -0.912
H 0.881 -0.827 -0.071
H -3.428 -1.080 0.091
*
```

Results
Calculated total energy in eV: -31548.46072
SMILES: CP(=S)=C=P
Energy above the lowest of the compared OMol25 structures with the same formula, charge and spin in kcal per mole: 64.6
HOMO-LUMO gap (spin up / spin down) in eV: 6.80 / 6.80

natural (NBO) atomic charge list, values in e, 8 entries: C -0.994; P 1.081; S -0.463; C -0.941; P 0.555; H 0.267; H 0.261; H 0.259



[4]
C24H43N3O9S | ωB97M-V/def2-TZVPD

```
! RIJCOSX wB97M-V def2-TZVPD def2/J DEFGRID3
* xyz 0 1
C 0.312 1.326 2.191
C -0.083 0.702 1.103
C 0.246 -0.714 0.717
C 0.844 -1.425 1.812
N 1.357 -1.893 2.746
C -1.043 -1.427 0.251
C -1.935 -1.935 1.378
C -2.772 -0.858 2.078
C -4.052 -0.546 1.351
O -3.866 0.614 0.508
C -5.033 1.048 -0.029
C -5.223 2.536 0.040
O -5.861 0.311 -0.506
C 1.248 -0.647 -0.522
C 1.930 -1.949 -0.594
N 2.518 -2.954 -0.697
C 2.320 0.421 -0.416
C 3.239 0.278 0.786
C 4.658 0.796 0.490
C 4.768 2.284 0.811
S 6.484 2.773 1.018
O 6.583 4.132 0.604
O 7.331 1.832 0.375
O 6.793 2.693 2.577
O 0.454 -0.559 -1.699
N 0.743 0.580 -2.548
O -0.088 1.375 -2.457
H 0.089 2.368 2.310
H 0.850 0.849 2.990
H -0.739 1.214 0.423
H -0.793 -2.274 -0.368
H -1.610 -0.710 -0.316
H -1.406 -2.510 2.128
H -2.633 -2.622 0.922
H -2.220 0.042 2.300
H -3.074 -1.269 3.033
H -4.349 -1.371 0.719
H -4.877 -0.389 2.032
H -5.385 2.882 -0.969
H -4.317 3.004 0.397
H -6.057 2.773 0.678
H 2.945 0.319 -1.295
H 1.913 1.418 -0.474
H 3.353 -0.754 1.081
H 2.885 0.806 1.659
H 5.332 0.265 1.143
H 4.953 0.585 -0.527
H 4.329 2.918 0.060
H 4.286 2.455 1.764
H 6.029 3.015 3.067
C -11.323 0.916 -0.241
C -10.839 1.871 -1.318
O -9.433 1.908 -1.459
C -8.816 0.685 -1.830
C -9.277 0.153 -3.178
H -10.819 1.119 0.705
H -12.399 1.024 -0.096
H -11.127 -0.125 -0.503
H -11.132 2.888 -1.057
H -11.315 1.644 -2.279
H -8.955 -0.067 -1.047
H -7.752 0.893 -1.870
H -10.324 -0.156 -3.159
H -8.680 -0.713 -3.462
H -9.173 0.921 -3.946
C 9.074 -0.491 -0.623
C 9.213 -1.652 0.346
O 8.046 -2.451 0.450
C 7.628 -3.088 -0.741
C 8.649 -4.060 -1.310
H 8.188 0.091 -0.389
H 9.948 0.159 -0.566
H 8.984 -0.836 -1.656
H 9.389 -1.265 1.350
H 10.081 -2.273 0.094
H 7.343 -2.344 -1.494
H 6.721 -3.631 -0.478
H 9.541 -3.546 -1.670
H 8.219 -4.608 -2.149
H 8.962 -4.773 -0.547
*
```

Results
Calculated total energy in eV: -59312.19530
SMILES: C=C[C@@](C#N)(CCCCOC(C)=O)[C@](C#N)(CCCCS(=O)(=O)O)ON=O.CCOCC.CCOCC
HOMO-LUMO gap in eV: 8.22

Löwdin atomic charge list, values in e, 8 entries: C 0.047; C -0.124; C -0.343; C -0.199; N 0.233; C -0.106; C -0.162; C -0.151



[5]
C14H27BiFeI2O3PS2 | ωB97M-V/def2-TZVPD

```
! RIJCOSX wB97M-V def2-TZVPD def2/J DEFGRID3
* xyz 4 6
I -1.114 2.298 -1.832
I -3.362 -2.269 -1.905
Bi -1.131 -2.017 -0.163
Fe -0.163 0.355 -0.711
S -2.224 0.400 0.202
S -0.111 -0.848 -2.589
C 0.227 0.835 1.651
C -3.237 0.446 1.964
C 0.814 -2.333 -3.351
C -4.672 0.107 1.598
C -2.622 -0.532 2.931
C -3.081 1.899 2.377
C -0.201 -3.138 -4.162
C 1.459 -3.171 -2.273
C 1.806 -1.655 -4.293
C -2.689 -3.755 1.405
C -1.194 -4.926 -0.455
O 0.203 1.484 2.606
O -3.451 -4.582 1.607
O -1.704 -5.940 -0.577
H -4.764 -0.896 1.162
H -5.065 0.833 0.876
H -5.288 0.152 2.508
H -2.675 -1.571 2.569
H -3.184 -0.461 3.876
H -1.575 -0.275 3.135
H -2.029 2.151 2.551
H -3.639 2.079 3.306
H -3.475 2.566 1.600
H 0.325 -3.935 -4.700
H -0.704 -2.498 -4.897
H -0.974 -3.594 -3.535
H 2.064 -3.949 -2.760
H 0.709 -3.662 -1.635
H 2.116 -2.579 -1.626
H 2.408 -2.414 -4.804
H 2.478 -0.966 -3.777
H 1.264 -1.076 -5.053
C 3.006 1.354 1.031
P 2.020 0.869 -0.437
C 2.415 2.309 -1.519
C 3.217 -0.367 -1.053
H 2.440 2.029 1.681
H 3.932 1.844 0.702
H 3.260 0.454 1.605
H 3.510 2.435 -1.542
H 2.013 2.128 -2.524
H 1.936 3.209 -1.110
H 4.196 0.119 -1.178
H 3.305 -1.182 -0.324
H 2.893 -0.779 -2.014
*
```

Results
Calculated total energy in eV: -108438.11679
HOMO-LUMO gap (spin up / spin down) in eV: 5.63 / 5.32

natural (NBO) atomic charge list, values in e, 8 entries: I 0.517; I 0.453; Bi 1.143; Fe 0.301; S -0.315; S -0.052; C 0.528; C 0.178



[6]
C3H7N | ωB97M-V/def2-TZVPD

```
! RIJCOSX wB97M-V def2-TZVPD def2/J DEFGRID3
* xyz 0 1
H 2.918 -0.541 -0.185
N 2.058 0.012 -0.370
C 1.090 -0.222 0.378
C -0.143 0.585 0.159
C -1.459 -0.145 -0.385
H 0.882 -0.916 1.264
H -0.262 0.944 1.152
H 0.195 1.314 -0.657
H -1.209 -0.577 -1.310
H -2.396 0.573 -0.425
H -1.674 -1.028 0.378
*
```

Results
Calculated total energy in eV: -4713.21625
SMILES: [H]/N=C/CC
Energy above the lowest of the compared OMol25 structures with the same formula, charge and spin in kcal per mole: 21.7
HOMO-LUMO gap in eV: 11.01

natural (NBO) atomic charge list, values in e, 8 entries: H 0.341; N -0.625; C 0.151; C -0.470; C -0.598; H 0.144; H 0.207; H 0.223



[7]
C4H12 | ωB97M-V/def2-TZVPD

```
! RIJCOSX wB97M-V def2-TZVPD def2/J DEFGRID3
* xyz -1 2
C 1.230 -1.255 -0.834
C 1.432 -1.884 0.641
H 2.081 -0.546 -1.144
H 1.299 -2.158 -1.534
H 0.272 -0.818 -0.928
H 2.231 -1.265 0.960
H 0.570 -1.462 1.220
H 1.406 -2.976 0.600
C -0.600 1.415 0.380
C -2.006 1.792 -0.153
H -0.444 1.279 1.501
H -0.323 0.362 0.076
H 0.293 2.075 0.061
H -2.296 1.107 -0.964
H -2.362 2.666 -0.546
H -2.781 1.668 0.663
*
```

Results
Calculated total energy in eV: -4339.42122
Energy above the lowest of the compared OMol25 structures with the same formula, charge and spin in kcal per mole: 37.2
HOMO-LUMO gap (spin up / spin down) in eV: 2.64 / 11.62

natural (NBO) atomic charge list, values in e, 8 entries: C -0.769; C -0.724; H 0.185; H 0.180; H 0.195; H 0.206; H 0.201; H 0.207



[8]
C42H49CaN4O4S | ωB97M-V/def2-TZVPD

```
! RIJCOSX wB97M-V def2-TZVPD def2/J DEFGRID3
* xyz -1 1
Ca -0.412 -0.250 -1.285
C 1.390 -0.744 6.307
O 0.128 -0.780 5.652
C -0.150 0.394 4.970
C -0.905 1.387 5.563
C -1.212 2.541 4.856
C -0.752 2.683 3.555
C 0.005 1.688 2.956
C 0.312 0.525 3.659
N 1.083 -0.511 3.111
C 1.028 -0.687 1.684
N 2.254 -0.543 1.146
C 2.813 -0.817 -0.145
C 2.077 -0.890 -1.324
C 2.847 -1.154 -2.476
C 4.221 -1.311 -2.464
C 4.924 -1.213 -1.263
C 4.213 -0.966 -0.105
O 4.810 -0.828 1.139
C 6.203 -1.009 1.213
N -0.068 -0.907 1.046
C -1.264 -1.154 1.757
C -2.381 -0.375 1.482
C -3.607 -0.633 2.074
C -3.727 -1.691 2.956
C -2.627 -2.494 3.238
C -1.404 -2.235 2.638
O -0.275 -2.986 2.857
C -0.421 -4.168 3.615
H 1.535 -1.717 6.772
H 1.405 0.033 7.077
H 2.199 -0.555 5.595
H -1.263 1.231 6.574
H -1.818 3.313 5.312
H -1.004 3.568 2.984
H 0.309 1.786 1.920
H 0.892 -1.394 3.576
H 2.951 -0.380 1.856
H 2.341 -1.238 -3.435
H 4.765 -1.511 -3.382
H 5.997 -1.341 -1.247
H 6.479 -0.869 2.256
H 6.738 -0.279 0.597
H 6.492 -2.015 0.895
H -2.287 0.439 0.771
H -4.464 -0.023 1.823
H -4.678 -1.914 3.421
H -2.738 -3.324 3.921
H 0.551 -4.655 3.606
H -1.163 -4.834 3.168
H -0.707 -3.946 4.648
C -2.277 -3.599 -3.094
C -3.548 -3.177 -2.352
C -3.310 -3.133 -0.840
C -4.150 -1.894 -2.899
C -5.428 -1.971 -3.421
C -6.083 -0.887 -4.005
C -5.373 0.310 -4.077
C -4.093 0.458 -3.577
C -3.437 1.817 -3.751
C -3.223 2.555 -2.424
C -2.144 1.755 -4.570
C -3.390 -0.644 -2.912
N -2.172 -0.531 -2.422
H -1.877 -4.534 -2.686
H -1.528 -2.812 -3.003
H -2.489 -3.749 -4.156
H -4.295 -3.963 -2.529
H -2.613 -2.331 -0.604
H -2.896 -4.082 -0.476
H -4.244 -2.936 -0.306
H -5.942 -2.930 -3.374
H -7.086 -0.977 -4.403
H -5.843 1.172 -4.550
H -4.148 2.426 -4.327
H -2.570 1.967 -1.779
H -4.174 2.696 -1.906
H -2.777 3.545 -2.598
H -1.460 1.050 -4.096
H -1.667 2.742 -4.638
H -2.353 1.408 -5.584
C 6.526 2.211 -1.229
C 5.048 2.471 -1.314
C 4.252 2.468 -0.172
C 2.882 2.642 -0.258
C 2.301 2.833 -1.501
C 3.073 2.833 -2.653
C 4.443 2.666 -2.552
S 0.529 2.847 -1.666
C 0.193 4.552 -1.216
O 0.021 2.040 -0.495
H 6.861 2.174 -0.193
H 7.093 2.989 -1.743
H 6.768 1.255 -1.700
H 4.707 2.281 0.794
H 2.255 2.570 0.622
H 2.598 2.923 -3.623
H 5.048 2.640 -3.451
H 0.578 4.734 -0.214
H -0.890 4.665 -1.247
H 0.668 5.207 -1.945
*
```

Results
Calculated total energy in eV: -87773.46772
Energy above the lowest of the compared OMol25 structures with the same formula, charge and spin in kcal per mole: 11.4
HOMO-LUMO gap in eV: 3.61

Löwdin atomic charge list, values in e, 8 entries: Ca 1.177; C -0.078; O -0.119; C -0.248; C -0.014; C -0.097; C -0.081; C -0.012



[9]
C3H3N4O2S2 | ωB97M-V/def2-TZVPD

```
! RIJCOSX wB97M-V def2-TZVPD def2/J DEFGRID3
* xyz 1 1
C -1.011 -1.017 -2.440
C 0.070 -2.574 -1.038
C -0.993 0.331 -0.404
N -1.125 -0.079 -1.529
N 0.498 -2.808 -0.003
N 1.494 1.963 2.888
N -0.437 -2.212 -2.218
O -0.917 0.861 0.613
O -0.016 3.466 1.629
S 2.081 0.839 3.939
S -0.049 2.519 2.703
H -1.393 -0.800 -3.429
H 2.183 2.395 2.271
H -0.385 -2.884 -2.982
*
```

Results
Calculated total energy in eV: -34873.86105
Energy above the lowest of the compared OMol25 structures with the same formula, charge and spin in kcal per mole: 0.0
HOMO-LUMO gap in eV: 3.57

natural (NBO) atomic charge list, values in e, 8 entries: C 0.476; C 0.332; C 0.982; N -0.553; N -0.132; N -0.856; N -0.530; O -0.328



[10]
C5H12N2O2 | ωB97M-V/def2-TZVPD

```
! RIJCOSX wB97M-V def2-TZVPD def2/J DEFGRID3
* xyz 0 1
C -0.887 -0.568 1.463
C 1.419 0.154 1.681
N 0.293 -0.045 0.776
C 0.651 -0.877 -0.486
O 0.316 -2.073 -0.519
H 1.681 -0.566 -0.757
H -0.692 -1.540 1.923
H -1.699 -0.701 0.750
H -1.199 0.142 2.232
H 1.120 0.802 2.507
H 1.785 -0.795 2.095
H 2.237 0.643 1.151
N -1.494 -0.546 -2.028
C -0.353 1.261 -0.769
C -0.304 0.164 -1.670
O 0.540 2.252 -0.803
H 1.232 2.049 -1.449
H -1.435 -1.497 -1.660
H -2.352 -0.106 -1.725
H -1.237 1.523 -0.203
H 0.380 0.322 -2.510
*
```

Results
Calculated total energy in eV: -12451.73882
Energy above the lowest of the compared OMol25 structures with the same formula, charge and spin in kcal per mole: 97.9
HOMO-LUMO gap in eV: 8.42

natural (NBO) atomic charge list, values in e, 8 entries: C -0.427; C -0.416; N -0.466; C 0.423; O -0.716; H 0.103; H 0.210; H 0.208



[11]
CH6IN4 | ωB97M-V/def2-TZVPD

```
! RIJCOSX wB97M-V def2-TZVPD def2/J DEFGRID3
* xyz 1 1
C 0.364 -0.532 -1.015
N 0.634 -0.087 1.087
N -0.053 -0.627 1.814
N -0.708 -0.921 2.868
N 0.164 0.829 -1.615
I -1.370 -1.697 -0.925
H 1.315 -0.898 -1.562
H -0.508 -0.264 3.596
H -1.517 -1.500 2.736
H 0.902 0.992 -2.396
H 0.451 1.492 -0.911
H -0.818 0.940 -1.779
*
```

Results
Calculated total energy in eV: -15183.57443
Energy above the lowest of the compared OMol25 structures with the same formula, charge and spin in kcal per mole: 79.0
HOMO-LUMO gap (spin up / spin down) in eV: 8.16 / 8.16

natural (NBO) atomic charge list, values in e, 8 entries: C -0.408; N 0.014; N 0.096; N -0.546; N -0.730; I 0.172; H 0.221; H 0.415



[12]
C6H11NO2S | ωB97M-V/def2-TZVPD

```
! RIJCOSX wB97M-V def2-TZVPD def2/J DEFGRID3
* xyz 0 1
C -1.866 1.563 0.987
C -1.704 0.853 -0.363
C -0.259 0.825 -0.795
N 0.339 -0.190 -1.635
C 0.674 -0.364 -0.206
C 0.264 -1.672 0.615
S 1.285 -2.934 0.020
C 2.027 -0.013 0.191
O 2.461 -0.074 1.273
O 2.819 0.341 -0.865
H -1.627 1.044 1.908
H -3.023 1.726 1.150
H -1.428 2.552 0.842
H -2.225 1.503 -1.137
H -1.986 -0.126 -0.393
H 0.259 1.770 -0.856
H -0.260 -0.812 -2.027
H -0.799 -1.954 0.300
H 0.285 -1.483 1.759
H 2.448 -2.628 0.836
H 2.317 0.072 -1.606
*
```

Results
Calculated total energy in eV: -22818.92302
SMILES: CC[C@@H]1N[C@@]1(CS)C(=O)O
Energy above the lowest of the compared OMol25 structures with the same formula, charge and spin in kcal per mole: 27.7
HOMO-LUMO gap in eV: 9.95

natural (NBO) atomic charge list, values in e, 8 entries: C -0.607; C -0.421; C -0.001; N -0.620; C -0.049; C -0.593; S -0.008; C 0.760



[13]
C3H8IN2O | ωB97M-V/def2-TZVPD

```
! RIJCOSX wB97M-V def2-TZVPD def2/J DEFGRID3
* xyz 1 1
C 0.103 -0.704 -0.454
C -0.599 1.129 1.275
C -0.549 0.445 -0.014
N 0.937 -1.490 0.305
N -1.435 0.931 -0.994
O -0.038 -1.011 -1.744
I 3.676 -0.492 0.499
H -0.121 2.103 1.432
H -1.628 1.271 1.558
H -0.104 0.536 2.119
H 1.026 -1.443 1.269
H 1.403 -2.259 -0.155
H -1.885 1.900 -0.952
H -1.366 0.690 -1.983
H 0.579 -1.606 -2.159
*
```

Results
Calculated total energy in eV: -16361.06438
Energy above the lowest of the compared OMol25 structures with the same formula, charge and spin in kcal per mole: 25.9
HOMO-LUMO gap (spin up / spin down) in eV: 7.61 / 6.61

natural (NBO) atomic charge list, values in e, 8 entries: C 0.536; C -0.693; C 0.202; N -0.730; N -0.674; O -0.642; I -0.043; H 0.282